DFT (ωB97M-V/def2-TZVPD) results for one molecule with the formula C3H7NO2.

Geometry as XYZ:
```
13
C3H7NO2 | the OMol25 dataset | ωB97M-V/def2-TZVPD
O 1.4410 -1.1713 -1.4446
O -1.4564 0.7585 0.5247
N 0.8033 1.0025 -1.3247
C -0.8698 -0.4897 0.8759
C 0.6352 -0.3674 0.6778
C 1.0022 -0.2407 -0.7942
H -2.3423 0.5960 0.1859
H -1.2665 -1.3060 0.2555
H 0.1504 1.6108 -0.8548
H 1.1406 -1.2527 1.0697
H 0.9768 0.5126 1.2322
H 0.8728 1.0786 -2.3296
H -1.0872 -0.7312 1.9262
```

Computed properties:
Kohn-Sham gap, eV: 10.3
SMILES: NC(=O)CCO
HOMO energy, eV: -9.631
Multiplicity: 1
Energy relative to the best compared isomer or geometry (same formula, charge and spin), kJ/mol: 51.2
LUMO, eV: 0.70